Entry 1:
Molecular formula: C4H10N2OS
Method: DFT, ωB97M-V/def2-TZVPD

molar mass: 134.2 g/mol
energy relative to the best compared isomer or geometry (same formula, charge and spin): 0.563 eV
energy: -20164.2704 eV
⟨S²⟩: 0.754
total charge: +1
E_HOMO (spin up / spin down): -12.996 / -12.971 eV
spin multiplicity: 2
orbital gap (spin up / spin down): 0.3611 / 0.1572 hartree

XYZ file:
```
18
Properties=species:S:1:pos:R:3:forces:R:3:mulliken_spin:R:1
O -0.9361 0.6727 1.7083 -0.042 0.435 0.133 0.062
C -0.4447 0.2422 0.6684 -0.266 -1.051 0.014 -0.037
N -1.1766 -0.1431 -0.3845 0.341 0.287 -0.041 0.021
C -0.6397 -0.4343 -1.7376 -1.118 -1.294 -0.059 -0.001
N -1.5603 -1.1509 -2.5381 -0.857 -0.156 -0.557 0.003
C 1.0519 -0.1042 0.6439 -1.111 1.442 -0.557 0.062
C 1.7338 0.5527 1.8460 0.828 0.028 -0.447 -0.037
S 1.3998 2.3125 2.0106 -0.181 -0.283 -0.087 0.910
H -2.1563 -0.3419 -0.2383 -0.107 0.455 0.038 -0.001
H -0.4119 0.4740 -2.2894 0.532 0.251 0.471 0.003
H 0.1612 -1.1348 -1.5783 0.937 0.296 -0.333 -0.001
H -1.5980 -2.1540 -2.5668 0.359 -0.040 0.430 0.000
H -2.4727 -0.7654 -2.7226 0.170 0.326 -0.028 0.000
H 1.0829 -1.1926 0.6524 0.507 0.010 0.162 -0.001
H 1.5047 0.3008 -0.2607 0.101 -0.370 -0.156 0.002
H 2.7962 0.5877 1.6112 0.208 -0.255 0.344 -0.001
H 1.5559 0.0019 2.7591 -0.236 0.205 0.412 0.029
H 0.1099 2.2767 2.4164 -0.064 -0.285 0.261 -0.013
```
Positions in Å, forces in eV/Å.

=====

Entry 2:
Molecular formula: C4H10N2P
Method: DFT, ωB97M-V/def2-TZVPD

molar mass: 117.1 g/mol
energy relative to the best compared isomer or geometry (same formula, charge and spin): 2.777 eV
energy: -16569.0830 eV
total charge: +1
E_HOMO: -13.199 eV
orbital gap: 0.2577 hartree

XYZ file:
```
17
Properties=species:S:1:pos:R:3:forces:R:3:mulliken_charge:R:1
C 0.4302 -0.3222 1.8319 -0.359 -0.701 -2.796 -0.124
C -1.0865 -0.0363 -1.0895 2.005 0.723 3.597 -0.386
C -1.0220 -1.2084 0.0404 1.449 0.314 -0.566 -0.763
C 0.3006 0.4624 -1.4152 -0.130 -1.478 0.190 -0.025
N -0.7931 -0.7225 1.3690 0.847 -0.516 -1.005 -0.189
N 1.4406 -0.3364 1.0464 0.354 0.314 0.617 -0.553
P 0.8255 2.0832 -1.4734 0.572 1.577 1.751 -0.021
H 0.4182 -0.0475 2.8226 0.178 0.750 2.340 0.475
H -1.3518 -0.6649 -1.8630 -1.440 -0.565 -2.180 0.316
H -1.7603 0.6810 -0.5673 0.333 -0.079 -1.554 0.327
H -1.8959 -1.8041 0.1388 -1.348 0.120 -0.673 0.423
H -0.3259 -1.8939 -0.4623 0.570 0.001 1.356 0.413
H 1.0910 -0.1598 -1.9635 -1.778 0.246 0.596 0.316
H -1.6331 -0.4705 1.8386 -0.229 0.042 0.716 0.238
H 2.2786 -0.0284 1.5769 -0.560 -0.274 -0.667 0.241
H 2.1807 1.9336 -1.8075 -0.009 0.007 0.227 0.135
H 0.9032 2.5346 -0.0230 -0.456 -0.481 -1.948 0.177
```
Positions in Å, forces in eV/Å.